Record 1
# C4H7NO

The molecule C4H7NO (ωB97M-V/def2-TZVPD, the OMol25 dataset).

SMILES = C/N=C/[C@H]1CO1
Energy relative to the best compared isomer or geometry (same formula, charge and spin) = 254.7 kJ/mol

The geometry in XYZ format:
```
13
Properties=species:S:1:pos:R:3:forces:R:3
C 2.19733 -0.64114 -0.08573 0.19 -0.08 -0.02
N 0.90994 -0.04283 0.20327 -0.34 -0.17 -0.30
C -0.05602 -0.34091 -0.55475 0.19 0.09 0.18
C -1.41056 0.26373 -0.36331 -0.01 -0.20 -0.08
C -1.78996 0.87885 0.91233 -0.10 -0.10 0.28
O -1.44585 1.67701 -0.20238 -0.01 0.20 -0.09
H 2.27921 -1.02973 -1.11216 -0.05 0.03 0.15
H 2.37734 -1.46451 0.61416 -0.01 0.13 -0.04
H 2.98515 0.10024 0.07504 -0.12 -0.10 -0.04
H 0.04859 -1.04327 -1.39724 0.04 0.13 0.08
H -2.19447 -0.13260 -1.00988 0.12 0.07 0.11
H -2.84111 0.90504 1.20106 0.17 -0.01 -0.07
H -1.05961 0.87011 1.71957 -0.08 0.01 -0.15
```
Forces are in eV/Å.


Record 2
# C3H14N6O4Rb

A structure of composition C3H14N6O4Rb (ωB97M-V/def2-TZVPD, the OMol25 dataset).

Net charge = +1
Energy relative to the best compared isomer or geometry (same formula, charge and spin) = 142.2 kJ/mol

The geometry in XYZ format:
```
28
Properties=species:S:1:pos:R:3:forces:R:3
Rb 19.85409 -11.25249 -8.68526 0.07 0.12 0.00
C 17.32960 -5.29697 -9.11302 2.58 1.09 1.31
O 18.36911 -5.91482 -9.23662 1.18 -0.41 0.10
N 17.23407 -4.09427 -8.50371 0.73 1.18 0.51
N 16.20050 -5.78697 -9.46637 -4.34 -2.00 -1.59
H 18.11094 -3.71853 -8.17202 -0.35 0.25 -0.21
H 16.42002 -3.50379 -8.59728 0.39 -0.09 0.13
H 16.18709 -6.77710 -9.66527 -0.29 0.40 -0.23
H 15.34594 -5.26023 -9.35510 0.09 -0.53 -0.01
C 25.41212 -10.78318 -5.07594 -4.41 4.07 -1.24
O 24.56827 -10.12250 -5.66686 -0.85 0.55 -1.55
N 25.50451 -10.63552 -3.80294 1.87 -0.62 5.57
N 26.19379 -11.60583 -5.64200 3.39 -3.61 -2.06
H 25.13844 -9.87080 -3.25404 -0.29 -0.17 -0.75
H 26.31083 -11.08568 -3.39390 -0.19 0.26 0.52
H 26.30140 -11.52279 -6.64281 0.12 -0.41 0.35
H 26.80979 -12.12905 -5.03629 0.29 -0.11 -0.89
C 13.84150 -12.32827 -11.91462 3.17 2.74 0.30
O 14.40026 -11.78444 -10.98468 0.81 0.54 1.26
N 12.80253 -13.02537 -11.83625 -5.76 -3.56 2.80
N 14.19638 -12.21822 -13.16899 2.12 0.60 -3.31
H 12.26510 -13.34830 -12.62807 -0.09 0.18 0.59
H 12.44367 -12.95237 -10.89498 -0.86 -0.69 -0.30
H 13.82470 -12.98890 -13.70564 0.86 0.44 -0.74
H 15.14659 -11.89620 -13.28524 -0.17 -0.24 -0.57
O 23.65525 -13.81649 -11.23353 -0.25 0.18 0.18
H 23.72422 -14.76693 -11.14339 0.02 -0.26 0.03
H 24.35253 -13.58229 -11.84606 0.18 0.11 -0.17
```
Forces are in eV/Å.


Record 3
# C30H19F5IN4O3RuS

A structure of composition C30H19F5IN4O3RuS (ωB97M-V/def2-TZVPD, the OMol25 dataset).

<S²> = 8.76
Spin multiplicity = 6
Energy relative to the best compared isomer or geometry (same formula, charge and spin) = 88.4 kJ/mol

The geometry in XYZ format:
```
64
Properties=species:S:1:pos:R:3:forces:R:3
Ru -0.88797 0.06894 -0.26031 0.99 0.60 0.41
C 2.57637 -0.58643 -0.65882 0.18 0.00 -0.09
N 1.44788 0.33759 -0.66968 -0.28 0.39 0.08
C 1.70926 1.59882 -0.72004 0.16 -0.34 -0.05
C 0.67650 2.55934 -0.77692 -0.08 0.72 0.00
C 0.74908 3.95014 -0.64075 0.25 -0.47 -0.07
C -0.56267 4.41246 -0.61490 -0.38 -0.07 0.00
C -1.38089 3.28622 -0.73215 -0.03 0.46 -0.05
N -0.64151 2.17134 -0.85413 0.03 -0.81 -0.13
C 3.34403 -0.58066 -1.96546 -0.07 -0.01 0.11
C 4.73160 -0.51959 -1.97394 -0.06 0.01 0.01
C 5.42885 -0.53171 -3.17492 0.02 -0.03 0.00
C 4.74097 -0.60226 -4.37596 0.06 0.03 -0.02
C 3.35399 -0.67013 -4.37389 -0.06 -0.04 0.00
C 2.65888 -0.65914 -3.17537 0.04 0.01 0.01
H 2.20179 -1.59335 -0.48226 -0.02 0.04 0.07
H 3.24415 -0.33297 0.16997 -0.02 -0.03 0.00
H 2.74004 1.95693 -0.70752 0.01 -0.02 -0.03
H 1.66287 4.51749 -0.56082 -0.03 0.05 0.03
H -0.89884 5.43157 -0.51434 0.00 -0.01 0.00
H -2.46064 3.25211 -0.74799 0.05 0.00 0.04
H 5.26824 -0.45580 -1.03423 0.01 0.00 -0.01
H 6.51073 -0.49063 -3.16901 -0.01 0.04 -0.01
H 5.28338 -0.59130 -5.31273 -0.01 -0.05 0.00
H 2.81253 -0.74073 -5.30885 0.00 0.04 0.00
H 1.57574 -0.69970 -3.16812 0.00 -0.01 -0.04
I -3.72468 -2.79727 0.11657 0.15 0.31 0.08
C -3.94299 -0.79064 -0.47067 0.12 -0.32 -0.41
C -5.17442 -0.19786 -0.25703 -0.09 0.09 0.02
C -5.42975 1.03207 -0.84059 0.14 -0.11 -0.03
C -4.46923 1.58894 -1.67277 -0.27 0.08 -0.05
C -3.27468 0.92645 -1.84166 0.14 -0.24 0.05
N -2.97373 -0.22653 -1.20608 -0.98 0.23 0.06
H -5.92148 -0.70535 0.33437 0.01 0.00 0.03
H -6.38181 1.52043 -0.68351 0.01 0.03 0.02
H -4.64926 2.52495 -2.18247 0.04 -0.03 -0.06
H -2.50468 1.30296 -2.50283 0.03 0.10 0.12
O -2.08606 -0.29700 1.85757 0.08 -0.24 -0.37
C -1.18143 0.32453 2.45926 -0.19 -0.02 0.07
N -0.31857 1.05122 1.77124 0.23 -0.07 -0.04
S 0.73469 1.87133 2.74184 0.07 0.16 -0.01
O 0.41353 3.26769 2.74933 -0.02 -0.09 0.08
O 2.08838 1.49292 2.45514 -0.02 -0.15 0.01
C 0.14553 1.10734 4.24752 -0.14 -0.12 -0.34
C 0.60365 1.21808 5.54045 0.10 0.14 0.04
C -0.04356 0.46717 6.51716 0.02 0.02 -0.06
C -1.11653 -0.35578 6.19267 -0.05 -0.05 0.02
C -1.57998 -0.44446 4.88601 0.00 0.05 -0.01
C -0.93098 0.29993 3.91796 -0.03 -0.06 0.25
H 1.43688 1.86381 5.78391 0.01 -0.04 0.02
H 0.29857 0.51980 7.54210 0.00 0.00 0.00
H -1.59217 -0.94245 6.96769 0.00 0.03 0.01
H -2.41638 -1.07800 4.62248 0.02 -0.01 -0.02
F 0.32909 -2.11618 1.19740 0.04 -0.10 0.13
C 0.06677 -2.70692 0.00651 -0.14 0.08 -0.34
C -0.38906 -1.90868 -1.02716 0.03 -0.36 0.45
C -0.63574 -2.54373 -2.22366 -0.03 0.25 0.18
F -1.06000 -1.81948 -3.27685 -0.07 -0.07 -0.11
C -0.48507 -3.90994 -2.38757 0.01 0.14 -0.01
F -0.75846 -4.49874 -3.55184 0.01 -0.07 -0.08
C -0.03962 -4.67269 -1.32017 0.02 0.07 0.00
F 0.12795 -5.98355 -1.46719 0.00 -0.10 0.00
C 0.25301 -4.06894 -0.10702 0.01 0.01 0.06
F 0.69790 -4.80398 0.91501 -0.01 -0.04 0.00
```
Forces are in eV/Å.


Record 4
# C6H15NOS

A structure of composition C6H15NOS (ωB97M-V/def2-TZVPD, the OMol25 dataset).

Energy relative to the best compared isomer or geometry (same formula, charge and spin) = 575.5 kJ/mol

The geometry in XYZ format:
```
24
Properties=species:S:1:pos:R:3:forces:R:3
C -0.88084 1.32226 2.10672 0.44 0.52 -1.25
C 1.39625 -0.62296 -0.66399 -3.34 -1.14 -1.41
C 2.19307 1.61885 0.02246 1.91 1.39 -1.41
C -1.96398 -0.69835 -1.24155 -2.18 0.77 1.60
C -1.70650 -1.45911 1.04838 3.96 -1.98 0.48
C 1.18028 0.80446 -0.74860 -2.15 1.19 3.46
N -1.59956 -0.40192 0.13341 -1.00 1.85 0.48
O -1.41431 2.01074 -0.33379 -0.84 1.63 -0.98
S -0.78527 1.00614 0.45868 1.59 -1.10 0.03
H -0.74647 2.42152 2.05418 -0.09 -0.51 0.47
H -0.21818 0.80740 2.78995 0.06 -0.21 -0.06
H 1.62529 -0.84528 0.30654 0.97 -1.02 2.51
H 0.47330 -1.26128 -0.94953 1.58 1.12 0.24
H 2.16014 -0.82778 -1.32154 2.05 -1.15 -1.40
H 2.22308 2.72349 -0.08162 -0.52 -0.47 -1.08
H 3.28194 1.33042 -0.22850 -1.60 0.03 0.44
H 2.08311 1.66862 1.07644 -0.28 -1.22 1.31
H -1.59372 -1.69226 -1.32193 0.26 -0.85 -1.45
H -3.12034 -0.63191 -1.44120 2.08 -0.27 0.56
H -1.51115 0.10974 -1.74885 0.55 0.22 -1.64
H -0.71282 -2.11353 0.75823 -2.10 0.68 1.54
H -1.73662 -1.19856 2.12990 0.18 0.10 -0.95
H -2.50111 -2.11219 0.81466 -1.24 -0.45 -0.26
H 0.77934 1.14658 -1.65297 -0.29 0.89 -1.22
```
Forces are in eV/Å.


Record 5
# C3H12N2OSi

A cluster of 2 separate species, C3H12N2OSi in total (ωB97M-V/def2-TZVPD, the OMol25 dataset).

Energy relative to the best compared isomer or geometry (same formula, charge and spin) = 368.9 kJ/mol

The geometry in XYZ format:
```
19
Properties=species:S:1:pos:R:3:forces:R:3
C 0.50315 -0.36675 -1.86785 0.01 -3.91 0.59
C 1.16932 -1.30641 1.08325 -0.46 -1.88 0.08
C 1.50057 1.68525 0.09620 -0.90 -0.81 1.30
N -2.48388 -0.20690 -0.25224 -1.92 -1.54 0.26
N -1.46511 0.84772 1.38015 4.31 1.78 -0.49
O -2.46755 1.01098 0.50615 -0.92 -1.37 -0.93
Si 0.66998 0.01399 -0.04771 -2.70 2.97 0.20
H 0.57519 0.37162 -2.61854 -0.19 1.15 -0.44
H 1.40485 -1.06876 -2.05895 -1.16 0.87 0.19
H -0.41089 -1.04432 -2.02863 1.30 1.08 0.05
H 2.10389 -1.13233 1.60208 0.28 -0.05 -0.06
H 0.38023 -1.36027 1.84138 0.17 0.04 0.06
H 1.14629 -2.31796 0.59139 0.31 0.90 0.41
H 2.11306 1.82752 -0.78834 -0.02 0.81 0.15
H 0.78968 2.43475 0.51537 0.27 -0.19 -1.43
H 2.06370 1.55407 1.00102 1.23 -0.04 0.32
H -3.08952 -0.93266 0.33937 1.31 1.98 -1.70
H -2.98954 0.01650 -1.12960 -0.03 -0.23 0.79
H -1.51341 -0.02605 1.83548 -0.87 -1.58 0.65
```
Forces are in eV/Å.


Record 6
# C4H7NO

The molecule C4H7NO (ωB97M-V/def2-TZVPD, the OMol25 dataset).

SMILES = C[C@H]1CN=CO1
Energy relative to the best compared isomer or geometry (same formula, charge and spin) = 110.2 kJ/mol

The geometry in XYZ format:
```
13
Properties=species:S:1:pos:R:3:forces:R:3
C -1.51964 -0.15855 0.75294 0.02 -0.04 -0.05
C -0.36918 0.30776 -0.10922 0.00 0.14 0.16
C 1.00456 0.27376 0.53830 -0.11 0.02 0.19
N 1.92066 0.22628 -0.61257 -0.19 -0.29 -0.27
C 1.20939 -0.31934 -1.50904 0.25 0.02 -0.04
O -0.10644 -0.55415 -1.25373 -0.05 0.03 -0.13
H -2.40540 -0.38705 0.15472 0.12 0.03 0.04
H -1.24737 -1.03802 1.34488 -0.05 0.06 -0.15
H -1.78064 0.65076 1.44476 0.04 -0.15 -0.09
H -0.58907 1.29212 -0.54712 0.05 -0.02 0.19
H 1.23189 1.06573 1.25670 -0.07 -0.08 -0.26
H 1.08633 -0.71098 1.01930 0.10 0.22 0.35
H 1.56492 -0.64832 -2.47992 -0.09 0.07 0.07
```
Forces are in eV/Å.


Record 7
# C25H20N2O4PRh

A structure of composition C25H20N2O4PRh (ωB97M-V/def2-TZVPD, the OMol25 dataset).

Energy = -1826.4138 Ha
<S²> = 6.01
Spin multiplicity = 5
Net charge = +2

The geometry in XYZ format:
```
53
Properties=species:S:1:pos:R:3:forces:R:3
Rh -1.13411 0.99355 1.34845 0.27 -1.22 0.90
O -1.59527 -2.67077 4.10360 -0.71 -0.52 0.07
C -1.41831 -1.51930 3.51601 1.02 -1.15 -0.92
O -0.93427 -1.43746 2.40779 -0.07 0.44 -0.63
C -1.86609 -0.34909 4.24026 -1.67 0.35 1.66
C -2.53261 -0.36147 5.48728 0.87 1.31 0.46
C -2.92471 0.90622 6.01189 -0.40 -2.06 0.23
C -2.87368 2.03706 5.23495 0.14 -0.69 -0.15
C -2.36552 1.89072 3.98409 1.13 -0.68 -1.52
N -1.81409 0.71698 3.49757 -1.03 3.91 -0.08
C -2.31219 3.06659 3.04845 0.23 0.02 -0.54
O -3.00101 4.14050 3.37764 0.81 0.11 -1.18
O -1.62826 3.03657 2.01532 -1.18 0.53 1.38
H -1.60416 -3.31696 3.37123 0.38 -0.34 0.49
H -2.58219 -1.30378 6.04003 -0.19 0.50 -0.08
H -3.39201 1.04519 6.97765 0.16 -0.60 0.20
H -3.25719 2.96188 5.60848 -0.02 0.37 0.22
H -3.66823 4.08471 4.06654 0.00 -0.35 0.24
N -0.41596 0.73680 -0.30141 0.53 -0.09 -0.51
P 0.56603 0.08715 -1.47740 -0.03 -0.02 -0.73
C 0.19056 1.07644 -2.94043 -0.18 0.07 -0.46
C 0.35933 2.48175 -2.81623 0.06 -0.17 0.27
C 0.22451 3.22205 -3.99536 0.22 0.07 0.31
C -0.04853 2.58480 -5.20831 -0.23 0.66 -0.80
C -0.31236 1.21898 -5.35980 1.35 2.79 5.19
C -0.22170 0.49070 -4.17390 0.11 -1.64 0.12
C 2.26511 0.17360 -0.92697 1.75 0.42 0.48
C 3.36760 0.58701 -1.73525 -1.65 -0.35 0.08
C 4.68421 0.36047 -1.35587 0.12 0.01 0.02
C 4.92897 -0.23868 -0.11623 0.07 0.10 -0.37
C 3.87537 -0.53786 0.73153 -0.80 -1.03 0.80
C 2.53284 -0.36882 0.34317 -0.61 -0.17 -0.59
C 0.25825 -1.67000 -1.67016 -0.62 -0.74 0.79
C -1.00510 -2.17758 -1.37146 -2.00 0.84 0.22
C -1.35725 -3.50753 -1.62188 0.43 0.64 0.12
C -0.38893 -4.36526 -2.10236 1.16 -0.07 0.01
C 0.94889 -3.92951 -2.32041 -1.74 1.34 1.65
C 1.26386 -2.58726 -2.00054 -0.07 -0.20 -2.00
H 0.57137 2.95697 -1.80288 -0.16 -0.63 -1.61
H 0.37503 4.30869 -4.01606 -0.12 -0.53 0.21
H -0.10124 3.22703 -6.10237 0.07 -0.37 0.47
H -0.50218 0.88915 -6.27611 -0.99 -1.91 -3.45
H -0.46322 -0.60694 -4.23019 0.49 1.14 0.32
H 3.03180 0.99323 -2.67666 0.72 0.26 -0.40
H 5.54478 0.59810 -1.99925 -0.71 -0.02 0.19
H 5.95317 -0.53050 0.14965 -0.52 0.32 0.02
H 4.10294 -1.07757 1.66391 -0.22 0.49 -0.39
H 1.60781 -0.73906 0.86313 1.47 0.20 0.21
H -1.81299 -1.50110 -0.95551 1.05 -0.72 -0.64
H -2.36340 -3.88537 -1.45247 0.21 0.26 0.10
H -0.67964 -5.40148 -2.21866 0.28 -0.05 -0.33
H 1.70541 -4.62854 -2.56432 0.60 -0.42 -0.45
H 2.21856 -2.16101 -2.30017 0.22 -0.41 0.42
```
Forces are in eV/Å.


Repeat the second record exactly.
# C3H14N6O4Rb

A structure of composition C3H14N6O4Rb (ωB97M-V/def2-TZVPD, the OMol25 dataset).

Net charge = +1
Energy relative to the best compared isomer or geometry (same formula, charge and spin) = 142.2 kJ/mol

The geometry in XYZ format:
```
28
Properties=species:S:1:pos:R:3:forces:R:3
Rb 19.85409 -11.25249 -8.68526 0.07 0.12 0.00
C 17.32960 -5.29697 -9.11302 2.58 1.09 1.31
O 18.36911 -5.91482 -9.23662 1.18 -0.41 0.10
N 17.23407 -4.09427 -8.50371 0.73 1.18 0.51
N 16.20050 -5.78697 -9.46637 -4.34 -2.00 -1.59
H 18.11094 -3.71853 -8.17202 -0.35 0.25 -0.21
H 16.42002 -3.50379 -8.59728 0.39 -0.09 0.13
H 16.18709 -6.77710 -9.66527 -0.29 0.40 -0.23
H 15.34594 -5.26023 -9.35510 0.09 -0.53 -0.01
C 25.41212 -10.78318 -5.07594 -4.41 4.07 -1.24
O 24.56827 -10.12250 -5.66686 -0.85 0.55 -1.55
N 25.50451 -10.63552 -3.80294 1.87 -0.62 5.57
N 26.19379 -11.60583 -5.64200 3.39 -3.61 -2.06
H 25.13844 -9.87080 -3.25404 -0.29 -0.17 -0.75
H 26.31083 -11.08568 -3.39390 -0.19 0.26 0.52
H 26.30140 -11.52279 -6.64281 0.12 -0.41 0.35
H 26.80979 -12.12905 -5.03629 0.29 -0.11 -0.89
C 13.84150 -12.32827 -11.91462 3.17 2.74 0.30
O 14.40026 -11.78444 -10.98468 0.81 0.54 1.26
N 12.80253 -13.02537 -11.83625 -5.76 -3.56 2.80
N 14.19638 -12.21822 -13.16899 2.12 0.60 -3.31
H 12.26510 -13.34830 -12.62807 -0.09 0.18 0.59
H 12.44367 -12.95237 -10.89498 -0.86 -0.69 -0.30
H 13.82470 -12.98890 -13.70564 0.86 0.44 -0.74
H 15.14659 -11.89620 -13.28524 -0.17 -0.24 -0.57
O 23.65525 -13.81649 -11.23353 -0.25 0.18 0.18
H 23.72422 -14.76693 -11.14339 0.02 -0.26 0.03
H 24.35253 -13.58229 -11.84606 0.18 0.11 -0.17
```
Forces are in eV/Å.